Record 1
Below is 6 unconnected molecules or ions with the total composition C38H43N7O13P, with properties calculated with wB97M-V/def2-TZVPD.

Values from the calculation:
- net charge = -1
- ΔE to the lowest compared entry with this formula, charge and spin (kJ/mol) = 0.0
- max |F| (eV/Å) = 0.78
- 2S+1 = 1
- HOMO level (eV) = -4.64
- Kohn-Sham gap (eV) = 5.4

The geometry in XYZ format:
```
102
Properties=species:S:1:pos:R:3:forces:R:3
C 4.3876 -2.9057 -1.4117 -0.08 0.32 -0.07
C 3.0282 -2.3226 -1.8337 0.09 0.00 0.35
C 1.8611 -2.8981 -0.9890 0.21 0.18 -0.65
C 0.6803 -3.3196 -1.8664 0.19 -0.07 0.05
C -0.5392 -3.9214 -1.1422 0.07 -0.52 0.06
C -0.5480 -5.4464 -1.3463 0.19 0.18 -0.34
N 0.6368 -6.0835 -0.7637 0.00 -0.03 -0.16
N -1.8180 -3.4349 -1.7436 0.14 0.28 0.65
P -1.9794 -1.7226 -1.8729 0.19 0.00 -0.41
C -3.6189 -1.4863 -1.0549 -0.07 -0.09 -0.04
O -2.4599 -1.6291 -3.4734 -0.12 0.05 0.03
C -0.6353 -3.6169 0.3981 -0.38 -0.56 -0.01
O -0.5400 -2.4202 0.7253 0.08 0.77 0.09
O -0.9371 -4.5872 1.1308 0.19 0.06 -0.09
H 4.3829 -3.0888 -0.3338 0.06 -0.12 -0.05
H 4.5825 -3.8351 -1.9523 0.06 -0.10 0.21
H 5.2186 -2.2178 -1.6033 -0.06 -0.10 -0.13
H 2.8667 -2.5144 -2.8987 -0.02 0.02 0.02
H 3.0667 -1.2359 -1.7065 -0.09 -0.07 -0.10
H 2.2260 -3.7733 -0.4488 -0.17 0.03 0.18
H 1.5243 -2.1351 -0.2911 0.01 -0.21 0.21
H 1.0585 -4.0802 -2.5632 -0.06 0.09 -0.03
H 0.3915 -2.4630 -2.4828 -0.09 -0.02 0.08
H -0.5334 -5.6267 -2.4293 -0.08 0.05 0.09
H -1.4809 -5.8498 -0.9482 0.00 -0.02 0.05
H 0.4133 -6.4668 0.1436 0.03 0.17 0.10
H 0.9815 -6.8164 -1.3670 -0.08 -0.11 0.08
H -2.5411 -3.7900 -1.1221 -0.09 -0.11 -0.23
H -4.3154 -1.0916 -1.7984 0.05 0.13 0.11
H -4.0472 -2.4020 -0.6381 0.07 0.05 0.07
H -3.4825 -0.7537 -0.2587 -0.15 -0.06 0.05
H -3.0818 -2.3405 -3.6754 0.08 -0.03 -0.06
C 0.8917 1.3863 2.9424 -0.01 -0.03 -0.02
C 0.4564 2.7042 2.8515 0.01 -0.05 0.00
C -0.2801 3.1144 1.7543 0.04 0.09 0.07
C -0.5590 2.1856 0.7649 0.03 -0.04 0.04
C -0.1373 0.8692 0.8310 -0.05 -0.10 -0.04
C 0.5955 0.4728 1.9404 0.02 0.02 0.05
N -1.3693 2.6105 -0.3890 0.00 -0.07 0.10
O -1.7873 3.7604 -0.4001 0.08 0.02 -0.07
O -1.6034 1.7861 -1.2401 -0.06 0.08 -0.17
H 1.4577 1.0672 3.8084 0.01 0.00 0.00
H 0.6854 3.4110 3.6381 0.00 0.01 0.00
H -0.6309 4.1317 1.6654 -0.04 -0.02 -0.07
H -0.3859 0.1494 0.0602 -0.03 -0.01 -0.01
H 0.9068 -0.5592 2.0115 -0.05 -0.09 -0.03
C 9.6741 1.0862 -2.2480 -0.03 0.00 0.01
C 8.7997 1.6955 -3.1387 0.02 -0.03 0.04
C 7.4369 1.6933 -2.8878 0.04 0.07 -0.11
C 6.9791 1.0812 -1.7369 0.04 0.00 0.00
C 7.8293 0.4666 -0.8377 0.07 -0.07 0.07
C 9.1895 0.4698 -1.1024 0.02 0.04 -0.04
N 5.5283 1.0719 -1.4616 0.06 -0.15 -0.06
O 4.7957 1.5637 -2.2945 -0.02 0.06 0.03
O 5.1653 0.5567 -0.4261 -0.09 0.05 0.06
H 10.7373 1.0880 -2.4500 0.00 -0.01 0.00
H 9.1782 2.1709 -4.0333 0.00 0.00 -0.01
H 6.7405 2.1551 -3.5714 -0.06 -0.02 0.04
H 7.4328 -0.0134 0.0441 -0.07 0.01 -0.02
H 9.8691 -0.0151 -0.4152 -0.01 -0.03 0.00
C -4.2770 2.9627 1.6646 0.00 -0.06 0.04
C -4.5100 1.8747 2.4979 0.03 0.04 -0.04
C -5.7123 1.7632 3.1772 0.06 -0.07 0.02
C -6.6607 2.7550 3.0012 0.01 0.01 -0.03
C -6.4508 3.8491 2.1804 0.06 -0.03 -0.02
C -5.2437 3.9482 1.5072 0.04 -0.05 0.01
N -7.9474 2.6414 3.7063 -0.03 0.01 0.04
O -8.1122 1.6893 4.4434 0.01 -0.01 0.00
O -8.7807 3.5084 3.5159 0.00 0.00 -0.01
H -3.3386 3.0459 1.1332 -0.10 0.05 0.05
H -3.7540 1.1093 2.6148 0.00 -0.01 -0.01
H -5.9104 0.9240 3.8266 -0.06 0.02 0.01
H -7.2134 4.6017 2.0729 -0.05 0.03 0.02
H -5.0602 4.7923 0.8575 -0.02 0.02 -0.02
C 6.6121 -6.4302 2.8327 0.01 0.01 -0.01
C 7.8920 -6.0581 3.2248 -0.05 -0.01 -0.03
C 8.6445 -5.2098 2.4296 0.06 -0.04 0.10
C 8.0927 -4.7491 1.2479 -0.03 -0.03 0.03
C 6.8248 -5.1119 0.8343 -0.17 0.00 -0.12
C 6.0809 -5.9599 1.6397 0.03 -0.03 0.06
N 8.8824 -3.8272 0.4113 -0.01 -0.01 0.01
O 10.0002 -3.5345 0.7951 0.01 0.02 -0.01
O 8.3733 -3.4087 -0.6063 0.01 0.01 -0.02
H 6.0243 -7.0856 3.4615 0.00 0.00 0.00
H 8.3037 -6.4246 4.1553 0.01 0.00 0.00
H 9.6388 -4.9073 2.7210 0.01 0.05 -0.05
H 6.4106 -4.7406 -0.0920 0.09 0.09 -0.01
H 5.0831 -6.2445 1.3354 -0.01 0.02 -0.01
C -11.5392 7.4410 -1.2901 0.02 -0.01 0.00
C -10.6872 7.0460 -2.3131 -0.03 0.02 0.05
C -9.3633 6.7443 -2.0382 -0.03 0.00 -0.12
C -8.9215 6.8466 -0.7328 -0.05 -0.01 -0.01
C -9.7491 7.2392 0.3019 -0.06 0.03 0.10
C -11.0708 7.5389 0.0134 -0.01 0.00 -0.06
N -7.5187 6.5102 -0.4314 0.03 -0.05 0.03
O -6.8078 6.1729 -1.3529 0.02 0.02 -0.02
O -7.1606 6.5832 0.7286 0.00 0.09 -0.03
H -12.5738 7.6701 -1.5091 0.00 0.01 0.00
H -11.0539 6.9684 -3.3273 0.00 0.00 -0.01
H -8.6864 6.4332 -2.8195 0.05 -0.02 0.05
H -9.3690 7.3034 1.3102 0.06 -0.03 -0.02
H -11.7357 7.8446 0.8093 0.00 0.00 0.01
```
Positions in Å, forces in eV/Å.

Record 2
Below is a molecular structure, C15H20CdN2O2, with properties calculated with wB97M-V/def2-TZVPD.

Values from the calculation:
- net charge = 0
- max |F| (eV/Å) = 2.24
- 2S+1 = 1
- HOMO level (alpha / beta) (eV) = -6.39 / -6.41
- Kohn-Sham gap (alpha / beta) (eV) = 6.0 / 5.9

The geometry in XYZ format:
```
40
Properties=species:S:1:pos:R:3:forces:R:3
C 0.5573 -2.8014 0.8525 0.90 -1.46 -0.39
C -0.8651 -0.9157 2.8020 -0.79 0.35 1.43
H -0.1748 -3.3340 0.2530 0.04 -0.03 -0.04
H 0.5218 -3.0807 1.9086 0.05 0.08 -0.24
H 1.5578 -2.8866 0.4324 0.05 -0.26 0.16
H -1.3945 0.0032 3.0340 -0.22 -0.10 0.31
H -1.5252 -1.7749 2.7542 -0.06 0.09 0.15
H -0.0095 -1.0786 3.4635 -0.21 0.02 -0.15
C 1.3682 -1.1371 -2.0821 -0.18 0.99 -0.74
C 1.7664 -0.8727 -3.4093 -0.24 0.33 0.78
C 1.6571 0.4556 -3.8486 -0.03 0.05 0.04
C 1.1896 1.4606 -2.9865 -0.16 -0.06 0.76
H 1.4297 -2.1341 -1.6452 -0.12 0.24 -0.13
H 2.1287 -1.6945 -4.0383 -0.13 0.55 0.20
H 1.9434 0.7215 -4.8739 -0.16 -0.13 0.47
H 1.0744 2.5097 -3.2877 0.28 -0.68 -0.22
N 0.8666 -0.1780 -1.2953 0.54 0.68 -0.13
C 0.8161 1.1243 -1.6636 0.26 -1.41 -1.39
C 0.2981 2.1130 -0.6790 -1.02 1.35 1.17
N -0.1136 1.6597 0.5246 0.38 0.11 -0.30
C -0.6257 2.4488 1.4717 0.23 0.82 -0.98
C -0.3852 4.3421 0.0250 0.06 0.04 -0.06
C -0.7941 3.8357 1.2672 0.30 -0.88 -0.31
H -0.9136 1.9656 2.4047 0.09 0.09 -0.24
H -1.2258 4.4434 2.0701 0.23 -0.11 -0.53
C 0.1604 3.4958 -0.9548 0.17 -0.87 0.11
H 0.4926 3.8424 -1.9407 -0.29 0.26 0.65
H -0.4833 5.4142 -0.1895 0.02 -0.52 0.09
Cd 0.0737 -0.6828 0.8747 -0.30 0.36 -0.59
C 2.0558 -0.3050 1.8284 0.15 -0.35 0.14
H 1.9065 0.4716 2.5799 -0.08 -0.09 -0.04
H 2.7702 0.0193 1.0735 -0.02 -0.06 -0.07
H 2.3408 -1.2619 2.2749 0.06 0.29 -0.02
C -2.8529 -3.1734 0.4859 0.16 1.81 -1.15
O -2.8549 -1.9084 -0.4105 -0.59 -1.67 0.87
C -2.0106 -0.8872 -0.2563 1.69 -0.06 1.47
O -2.1010 0.1730 -0.8068 -1.04 -0.40 -0.69
H -3.8521 -3.2100 0.9125 0.09 0.13 0.02
H -2.0812 -3.1655 1.2602 -0.16 0.38 -0.35
H -2.7119 -4.0173 -0.1854 0.07 0.16 -0.07
```
Positions in Å, forces in eV/Å.

Record 3
Below is a molecular structure, C20H27BN10O2Pt, with properties calculated with wB97M-V/def2-TZVPD.

Values from the calculation:
- net charge = +1
- ΔE to the lowest compared entry with this formula, charge and spin (kJ/mol) = 283.5
- max |F| (eV/Å) = 3.73
- 2S+1 = 2
- HOMO level (alpha / beta) (eV) = -11.40 / -11.40
- Kohn-Sham gap (alpha / beta) (eV) = 6.7 / 6.4

The geometry in XYZ format:
```
61
Properties=species:S:1:pos:R:3:forces:R:3
Pt -0.0781 -0.1415 0.0297 -2.39 0.30 2.84
C -2.0211 2.0074 -2.2958 0.07 -0.10 -0.03
C -2.3434 2.1081 -0.8518 -0.23 0.11 0.30
C -3.2480 2.9506 -0.1984 0.16 -0.07 0.05
C -3.1747 2.6004 1.1332 -0.14 0.18 -0.23
N -2.2714 1.6170 1.2672 -0.23 0.11 0.32
N -1.7893 1.3171 0.0586 0.72 -0.73 -1.07
B -1.9214 0.7673 2.5215 0.12 0.01 -0.10
N -0.4120 0.8642 2.9037 -0.29 0.09 0.37
C 0.1372 1.2303 4.0728 0.37 -0.05 0.03
C 1.4928 0.9775 4.0180 -0.12 0.07 -0.11
C 1.7170 0.4281 2.7536 -0.20 0.10 0.28
C 2.9799 -0.0609 2.1447 -0.11 -0.01 -0.06
N 0.5506 0.3675 2.1232 0.57 -0.76 -1.20
N -2.1669 -0.7045 2.1180 -0.26 0.11 0.39
C -3.0073 -1.6132 2.6297 0.06 -0.30 -0.22
C -2.8746 -2.7874 1.9160 0.31 0.24 -0.24
C -1.9043 -2.5281 0.9467 -0.02 -0.25 -0.08
C -1.3377 -3.4090 -0.1100 0.09 0.13 -0.01
N -1.4954 -1.2687 1.0930 1.33 0.94 -1.06
N -2.7444 1.2625 3.6816 0.22 0.82 0.14
C -2.6645 2.5274 4.1822 -0.10 0.03 0.15
C -3.5529 2.6297 5.2192 0.04 -0.19 -0.16
C -4.1634 1.3588 5.2999 0.56 0.38 -0.43
C -5.2088 0.9230 6.2576 -0.08 -0.25 -0.04
N -3.6584 0.5675 4.3686 -0.69 -0.91 0.34
H -2.6235 2.7123 -2.8627 0.04 0.00 -0.05
H -0.9664 2.2168 -2.4742 0.05 0.05 -0.07
H -2.2254 1.0012 -2.6609 -0.02 -0.02 -0.06
H -3.8751 3.6945 -0.6454 -0.13 0.15 -0.05
H -3.7252 2.9916 1.9664 -0.01 -0.04 0.16
H -0.4454 1.6349 4.8735 -0.19 0.05 0.12
H 2.2208 1.1467 4.7837 0.13 0.05 0.19
H 3.7961 0.0331 2.8559 0.05 -0.01 -0.04
H 2.8798 -1.1073 1.8601 0.07 -0.06 -0.03
H 3.2185 0.5121 1.2493 0.11 0.01 -0.06
H -3.6337 -1.3497 3.4601 -0.03 0.08 0.07
H -3.4030 -3.7041 2.0679 -0.10 -0.22 0.02
H -1.7907 -4.3945 -0.0595 0.01 -0.03 -0.03
H -1.5229 -2.9886 -1.1004 -0.01 -0.05 -0.01
H -0.2584 -3.5129 0.0206 -0.02 -0.06 -0.03
H -1.9881 3.2472 3.7680 0.18 0.16 -0.13
H -3.7540 3.4787 5.8391 0.01 0.23 0.10
H -5.4673 1.7414 6.9243 -0.04 -0.03 0.05
H -6.1031 0.6039 5.7249 -0.08 0.00 0.04
H -4.8562 0.0792 6.8486 -0.03 -0.01 0.09
C 1.7921 5.0576 0.3686 -0.12 -0.16 0.04
C 1.2251 3.6696 0.3486 -0.33 0.86 0.76
N 0.3210 3.1849 1.1090 0.12 -0.26 -0.26
O -0.2736 3.8955 2.0870 0.04 0.53 0.21
C 1.7326 2.7274 -0.6554 -0.21 -0.41 0.02
C 2.7708 3.0643 -1.6820 -0.15 -0.47 -0.05
N 1.2163 1.5609 -0.6149 -0.03 -0.82 -0.36
O 1.4317 0.5220 -1.3461 0.60 0.29 -0.53
H 1.3720 5.6717 1.1620 0.05 0.05 -0.03
H 1.5876 5.5453 -0.5836 0.04 0.13 0.01
H 2.8702 5.0124 0.5133 0.05 0.10 0.02
H 0.0409 4.8179 2.1510 0.13 -0.22 -0.23
H 3.1245 4.0830 -1.6062 -0.02 0.09 0.06
H 2.3534 2.8953 -2.6742 0.00 0.05 -0.09
H 3.6095 2.3774 -1.5768 0.11 0.00 0.00
```
Positions in Å, forces in eV/Å.